w:
The following is a DFT calculation (ωB97M-V with the def2-TZVPD basis set) of the molecule C2H4INS.

Results
* molar mass: 201.0 g/mol
* SMILES string: [H]/N=C(/C)SI

Last column: Mulliken charge in e.
Atoms and positions in Å:
C1 -0.006 -0.136 -0.108  0.674
C2 1.411 0.438 0.004  -1.130
N1 -0.327 -1.299 0.063  -0.562
S1 -1.396 1.108 -0.004  -0.250
I1 -3.445 -0.081 -0.043  0.039
H1 1.645 0.943 -0.953  0.311
H2 2.030 -0.346 0.051  0.315
H3 1.350 1.013 0.808  0.395
H4 -1.262 -1.641 0.183  0.208

x:
The following is a DFT calculation (ωB97M-V with the def2-TZVPD basis set) of a structure of composition C2H4INS.

Results
* molar mass: 201.0 g/mol

Last column: Mulliken charge in e.
Atoms and positions in Å:
C1 0.054 0.998 1.191  -0.720
C2 0.994 0.858 0.270  -0.025
N1 -1.057 -1.408 -0.795  -0.633
S1 0.824 -0.323 -0.979  0.009
I1 -0.653 -3.198 -1.603  0.192
H1 0.309 1.826 1.855  0.222
H2 -0.829 0.422 1.074  0.392
H3 1.872 1.584 0.399  0.239
H4 -1.513 -0.759 -1.412  0.325

Stability summary - winner: w; margin: 61.1 kcal/mol.